No. 1
Formula: C2H2CuFLiO2
Source: the Open Molecules 2025 dataset
Level of theory: ωB97M-V/def2-TZVPD

Last column: Löwdin charge in e.
Element x y z (Å)
C -0.611498 -0.080786 -0.168397  -0.620
C -1.201911 0.780210 0.794520  0.275
O -0.485843 0.834403 -1.026006  0.008
F -0.743423 -1.411279 -0.530909  0.025
H 1.440168 -0.488630 1.191872  0.014
H -2.276765 0.934636 0.613680  0.073
Cu 1.333277 2.010819 -0.399383  0.731
Li 1.223838 -2.083965 -0.713133  0.844
O 1.322153 -0.495412 0.237760  -0.349

Atoms 1-2, force components in eV/Å:
C 0.5 -0.1 -0.1
C 0.5 -0.3 -0.3

Summary:
Max |F| (eV Å⁻¹): 1.3
E_tot (Ha): -1975.37726
Charge: +1
Spin multiplicity: 1
Energy above the lowest of the compared OMol25 structures with the same formula, charge and spin (eV): 4.441
Molecular weight (g/mol): 147.5

***

No. 2
Formula: C16H25N2O6V
Source: the Open Molecules 2025 dataset
Level of theory: ωB97M-V/def2-TZVPD

Last column: Löwdin spin population.
Element x y z (Å)
O 11.338087 8.053598 8.529813  -0.071
V 11.116183 8.354509 10.093558  0.959
C 8.543292 11.228021 10.694954  0.002
C 8.591682 9.747707 10.717494  0.008
O 9.633384 9.186303 9.896067  0.072
H 9.212253 11.688702 11.483467  0.000
H 7.573419 11.595306 11.078355  0.000
H 8.744877 11.652823 9.752722  0.000
H 7.605249 9.346336 10.251271  0.002
H 8.601586 9.276199 11.731510  0.001
C 13.903026 10.627583 9.742416  0.000
C 13.463916 9.804531 11.003725  0.001
O 12.095205 9.540101 11.143581  0.002
H 13.271202 11.527178 9.703292  0.000
H 13.810225 10.204709 8.750584  0.000
H 14.912574 11.130100 9.809248  0.000
H 13.795440 10.305903 11.920907  0.000
H 14.019117 8.850153 11.097930  0.000
C 8.350463 5.712320 10.209912  0.000
C 8.928315 6.370708 11.539369  0.003
O 10.132211 7.022723 11.293173  0.019
H 7.338939 5.341288 10.320546  0.000
H 9.053856 4.991800 9.787064  0.000
H 8.340820 6.523151 9.488091  0.000
H 9.174343 5.435821 12.142076  0.000
H 8.055327 6.808235 12.110690  0.002
C 14.520589 5.454438 11.711263  0.000
C 15.660214 6.053347 12.244322  0.000
C 16.634281 6.626029 11.419598  0.000
C 16.567826 6.524557 10.026165  0.000
C 15.514781 5.904299 9.455668  0.000
C 14.512217 5.397583 10.277354  0.000
N 17.695298 7.132138 9.290076  0.000
O 18.201571 6.572947 8.327462  -0.001
O 18.122436 8.211800 9.755743  0.001
H 13.689635 5.093915 12.298091  0.000
H 15.720144 6.122701 13.342377  0.000
H 17.514230 6.948999 11.877911  0.000
H 15.449477 5.778523 8.380012  0.000
H 13.585013 4.983979 9.849729  0.000
N 9.546071 9.750734 6.714674  0.000
C 10.381764 9.861076 5.690549  0.000
C 9.806202 10.671761 4.735958  0.000
C 8.615974 11.170063 5.280253  0.000
C 8.467505 10.535560 6.508899  0.000
H 9.859089 9.395536 7.652392  -0.001
H 11.354488 9.377738 5.791837  0.000
H 10.248609 10.831920 3.725378  0.000
H 7.854701 11.765912 4.840674  0.000
H 7.746459 10.587303 7.296899  0.000

Atoms 1-2, force components in eV/Å:
O 1.0 -0.5 0.0
V 0.2 -2.3 1.4

Summary:
Max |F| (eV Å⁻¹): 5.6
E_tot (Ha): -2129.57454
Charge: -1
Spin multiplicity: 2
Molecular weight (g/mol): 392.3

***

No. 3
Formula: H24O12
Source: the Open Molecules 2025 dataset
Level of theory: ωB97M-V/def2-TZVPD

Last column: Löwdin charge in e.
Element x y z (Å)
O -2.969346 -1.018551 3.638648  -0.051
H -2.015576 -1.005421 3.718458  0.020
H -3.266196 -0.293461 4.188498  0.027
O -0.137426 -4.908641 1.969008  -0.053
H 0.224554 -4.504781 1.180268  0.020
H -0.899366 -5.398561 1.659708  0.030
O 3.682044 -0.259911 0.363178  -0.051
H 3.939204 0.429909 -0.248582  0.024
H 4.400274 -0.300691 0.994618  0.031
O 1.393294 -0.387141 3.755318  -0.050
H 1.661754 -1.040861 4.400928  0.034
H 2.074534 -0.419291 3.083678  0.016
O -1.593896 0.180609 -4.627052  -0.051
H -1.300586 0.995279 -5.035112  0.027
H -1.496356 0.334219 -3.687312  0.016
O 0.844674 4.651069 -0.028552  -0.046
H 1.572114 4.249379 -0.503632  0.018
H 0.812254 5.550299 -0.355002  0.035
O 2.253844 3.941079 3.638768  -0.050
H 2.192504 2.991819 3.745388  0.021
H 1.804644 4.119289 2.812508  0.014
O 3.491914 2.747739 -2.608062  -0.051
H 2.706624 2.347769 -2.981682  0.030
H 3.571964 3.587489 -3.060442  0.032
O 0.721884 -3.945771 -2.195742  -0.053
H 1.156134 -3.272141 -2.719072  0.029
H 0.364704 -4.557021 -2.839962  0.030
O -0.741796 0.720569 -0.571022  -0.046
H -0.390986 0.057889 0.023978  0.035
H -0.363506 1.544099 -0.262922  0.024
O -4.710276 0.445579 -1.182682  -0.047
H -4.939736 1.194039 -1.733492  0.030
H -3.769556 0.538029 -1.031912  0.015
O -3.654246 -3.381831 -1.015062  -0.048
H -3.883926 -2.473491 -1.210982  0.018
H -2.736126 -3.458581 -1.274672  0.019

Atoms 1-2, force components in eV/Å:
O -0.1 -0.1 -0.1
H 0.3 0.0 0.0

Summary:
Max |F| (eV Å⁻¹): 0.4
E_tot (Ha): -917.22862
Spin multiplicity: 1
Energy above the lowest of the compared OMol25 structures with the same formula, charge and spin (eV): 2.632
Molecular weight (g/mol): 216.2

***

No. 4
Formula: C3H12N2O2
Source: the Open Molecules 2025 dataset
Level of theory: ωB97M-V/def2-TZVPD

Last column: Löwdin charge in e.
Element x y z (Å)
C -1.644996 0.844786 0.844728  -0.052
C -1.078789 1.120213 -0.504063  -0.413
N -1.351760 2.437712 -1.015209  0.032
C -0.083318 0.434898 -1.109708  -0.194
N 0.205166 0.622019 -2.514451  0.007
H -1.202293 -0.092005 1.109006  0.069
H -1.415497 1.656948 1.517655  0.070
H -2.690610 0.931900 0.628763  0.079
H -1.459983 3.169138 -0.302575  0.080
H -0.462525 2.805933 -1.357440  0.077
H 0.381805 -0.412820 -0.619129  0.091
H -0.583618 1.228841 -2.829634  0.071
H -0.023039 -0.230395 -3.017996  0.059
O -1.509967 -2.225857 -1.081262  -0.077
H -0.736575 -2.717369 -0.760947  0.041
H -1.912091 -2.801790 -1.780662  0.062
O 4.721959 -2.262668 4.504817  -0.107
H 4.251364 -1.548781 4.046658  0.025
H 5.087590 -1.706105 5.285674  0.081

Atoms 1-2, force components in eV/Å:
C 0.8 0.7 -1.5
C 2.7 1.6 0.5

Summary:
Max |F| (eV Å⁻¹): 3.2
E_tot (Ha): -381.42644
Spin multiplicity: 1
Energy above the lowest of the compared OMol25 structures with the same formula, charge and spin (eV): 2.407
Molecular weight (g/mol): 108.1

***

> The highest molecular weight belongs to which entry?

C16H25N2O6V

***

> Among the records above, which one has the highest max |F|?

C16H25N2O6V